1.
Entry from the Open Molecules 2025 dataset: the ion C14H19FNO3 with charge +1 (ωB97M-V with the def2-TZVPD basis set).

Summary:
**SMILES**: C[N@H+]1CC[C@H](OC(=O)COc2ccc(F)cc2)CC1
**E_HOMO**: -11.125 eV
**Energy relative to the best compared isomer or geometry (same formula, charge and spin)**: 3.2 kcal/mol
**Net charge**: +1
**Orbital gap**: 0.318 hartree

Atoms and positions in Å:
1 C -1.35932 -2.86065 -0.30511
2 N -1.70136 -1.44891 -0.10728
3 C -3.08867 -1.11731 -0.48544
4 C -3.19937 0.39452 -0.68884
5 H -4.25367 0.66648 -0.71806
6 H -2.77252 0.67432 -1.65316
7 C -2.49578 1.18495 0.43125
8 C -2.17340 0.28620 1.63045
9 H -1.59632 0.85818 2.35724
10 H -3.12499 0.03419 2.09918
11 C -1.40441 -0.99131 1.27173
12 H -0.32647 -0.82876 1.34487
13 H -1.67666 -1.78240 1.97410
14 H -3.14919 1.98952 0.78229
15 O -1.34131 1.94337 0.00926
16 C -0.35859 1.51115 -0.74295
17 O -0.28156 0.40877 -1.25703
18 C 0.76707 2.53672 -0.81219
19 O 1.66082 2.22846 0.22990
20 C 2.63590 1.27116 0.05402
21 C 2.79906 0.48490 -1.07821
22 C 3.82393 -0.44703 -1.12664
23 C 4.66858 -0.58517 -0.04272
24 C 4.51852 0.19018 1.09610
25 C 3.49860 1.11707 1.13975
26 H 3.35670 1.74603 2.00342
27 H 5.19654 0.06629 1.92466
28 F 5.64936 -1.50202 -0.08983
29 H 3.96878 -1.06054 -2.00124
30 H 2.14256 0.57264 -1.92865
31 H 0.37504 3.53140 -0.59003
32 H 1.24830 2.52403 -1.79485
33 H -3.34091 -1.63172 -1.41390
34 H -3.76678 -1.46785 0.29577
35 H -1.08994 -0.83995 -0.73589
36 H -0.32854 -3.03635 -0.00352
37 H -2.01693 -3.49643 0.28720
38 H -1.46309 -3.12415 -1.35570

These are the Löwdin partial charges, in e, on atoms 1 to 8: 0.0137 -0.1758 -0.1029 -0.0726 0.1349 0.1305 -0.2307 -0.0759

2.
Entry from the Open Molecules 2025 dataset: a structure of composition C14H19N3O4P2S (ωB97M-V with the def2-TZVPD basis set).

Summary:
**E_HOMO**: -8.132 eV
**Orbital gap**: 0.236 hartree

Atoms and positions in Å:
1 O 3.43348 -4.02789 2.52515
2 P 3.04635 -3.04459 1.47698
3 O 4.37137 -2.79875 0.47169
4 O 1.79835 -3.68326 0.56680
5 P 2.36957 -1.19375 2.45043
6 C 2.36317 0.05686 1.05107
7 C 3.66758 0.31091 0.41562
8 C 3.81625 1.25153 -0.73576
9 N 5.00637 1.51293 -1.41318
10 S 4.44580 2.62430 -2.54080
11 N 2.80940 2.78644 -2.28420
12 C 2.53968 1.94568 -1.19590
13 C 1.20714 1.69517 -0.55751
14 C 1.09327 0.75754 0.56249
15 C -0.29605 0.46072 1.21160
16 C -1.09573 1.74066 1.68118
17 C -2.62392 1.71517 1.24066
18 C -3.37222 0.36531 1.58648
19 N -4.05964 -0.25236 0.43550
20 C -4.89840 0.32322 -0.52229
21 C -5.40703 -0.66743 -1.47288
22 C -4.78312 -1.98044 -1.04785
23 C -4.00033 -1.62723 0.13301
24 H 4.09977 -2.46704 -0.40700
25 H 2.09600 -3.74993 -0.36397
26 H 3.37466 -0.85025 3.42165
27 H 4.57149 -0.24482 0.78317
28 H 0.28620 2.20575 -0.94822
29 H -0.92379 -0.04560 0.41434
30 H -0.13549 -0.29501 2.02523
31 H -0.67832 2.71072 1.27453
32 H -1.09238 1.82018 2.80924
33 H -3.12591 2.54591 1.81360
34 H -2.72314 1.95798 0.14985
35 H -2.73641 -0.40735 2.09402
36 H -4.19457 0.63010 2.32208
37 H -5.19396 1.39940 -0.58861
38 H -6.08782 -0.51302 -2.33965
39 H -4.91389 -2.97307 -1.54056
40 H -3.42792 -2.39287 0.70397
41 O 2.85515 0.84822 -5.50623
42 H 3.60726 0.24523 -5.49826
43 H 2.91169 1.30477 -4.65744

These are the Löwdin partial charges, in e, on atoms 1 to 8: -0.3483 0.3372 -0.2101 -0.1900 0.8437 -0.3888 -0.0486 -0.3463

3.
Entry from the Open Molecules 2025 dataset: an isolated molecule of C14H19NO2 (ωB97M-V with the def2-TZVPD basis set).

Summary:
**SMILES**: CC(C)CNC1=CC(=O)C[C@@H](c2ccco2)C1
**E_HOMO**: -8.117 eV
**Energy relative to the best compared isomer or geometry (same formula, charge and spin)**: 23.5 kcal/mol
**Orbital gap**: 0.322 hartree

Atoms and positions in Å:
1 C 2.32489 0.68351 0.20243
2 H 1.25610 0.87988 0.23822
3 H 2.84793 1.63643 0.23426
4 H 2.59861 0.11495 1.08719
5 C 2.69331 -0.07695 -1.06771
6 C 2.37803 0.76475 -2.30318
7 H 1.33670 1.07924 -2.29635
8 H 2.99509 1.65961 -2.31384
9 H 2.57326 0.20558 -3.21643
10 C 1.98303 -1.44384 -1.13359
11 N 0.55349 -1.34798 -1.27992
12 C -0.37193 -1.35941 -0.29181
13 C -0.11963 -1.63384 1.01158
14 C -1.13025 -1.66694 2.03625
15 O -0.89020 -1.98374 3.18897
16 C -2.54518 -1.29230 1.61064
17 C -2.54833 -0.38651 0.38206
18 C -1.90407 0.93346 0.69227
19 C -1.30507 1.85898 -0.11430
20 C -0.86942 2.90633 0.73433
21 C -1.23675 2.53991 1.99003
22 O -1.86342 1.35362 1.97059
23 H -1.11487 3.01510 2.94256
24 H -0.35477 3.79886 0.44322
25 H -1.19274 1.81867 -1.17891
26 C -1.78334 -1.09294 -0.73982
27 H -2.27718 -2.04261 -0.96688
28 H -1.79112 -0.48848 -1.64921
29 H -3.58386 -0.20999 0.06078
30 H -3.08035 -2.21915 1.38477
31 H -3.04377 -0.81703 2.45587
32 H 0.88080 -1.84194 1.35602
33 H 0.23937 -1.04354 -2.18793
34 H 2.20813 -2.01586 -0.23361
35 H 2.36847 -2.00141 -1.99425
36 H 3.76902 -0.28442 -1.05426

These are the Löwdin partial charges, in e, on atoms 1 to 8: -0.0643 0.0573 0.0796 0.0803 -0.4031 -0.0785 0.0651 0.0779

4.
Entry from the Open Molecules 2025 dataset: a structure of composition C14H19NO4RuSSi (ωB97M-V with the def2-TZVPD basis set).

Summary:
**E_HOMO (alpha / beta)**: -11.961 / -11.768 eV
**Energy relative to the best compared isomer or geometry (same formula, charge and spin)**: 12.2 kcal/mol
**Net charge**: +1
**Multiplicity**: 2
**Orbital gap (alpha / beta)**: 0.266 / 0.252 hartree

Atoms and positions in Å:
1 Ru 0.07245 -0.27510 0.35129
2 O -3.48658 1.78485 -0.18550
3 C -2.26866 1.33568 -0.05228
4 O -2.01607 0.13730 0.13892
5 C -1.17131 2.33389 -0.13011
6 C -1.25215 3.70838 -0.12982
7 C -0.05486 4.42933 -0.09348
8 C 1.16427 3.76779 -0.05421
9 C 1.15438 2.37779 -0.05328
10 N 0.01455 1.71904 -0.10234
11 C 2.35630 1.44472 0.11982
12 O 3.47494 1.86901 0.05217
13 O 2.00714 0.18995 0.34529
14 H -4.12057 1.04845 -0.13842
15 H -2.21675 4.19671 -0.14824
16 H -0.07927 5.51026 -0.08510
17 H 2.11034 4.28942 -0.01176
18 C 1.39379 -5.94236 1.23622
19 Si 0.04695 -5.28618 0.12619
20 C 0.29542 -5.77706 -1.64948
21 C -1.61869 -5.87094 0.73972
22 C 0.06732 -3.43537 0.30308
23 C 0.09374 -2.21936 0.48271
24 H 1.41058 -7.03300 1.20113
25 H 1.22918 -5.63266 2.26908
26 H 2.37342 -5.57587 0.92417
27 H 0.28331 -6.86604 -1.72541
28 H 1.25211 -5.42076 -2.03471
29 H -0.49544 -5.38174 -2.28836
30 H -1.66503 -6.96034 0.69646
31 H -2.42587 -5.46790 0.12560
32 H -1.78322 -5.55807 1.77185
33 C 1.40806 0.10267 3.40283
34 S -0.16812 0.48326 2.61438
35 C -1.26870 -0.72996 3.36905
36 H 1.48792 -0.97188 3.54543
37 H 1.45466 0.62678 4.35502
38 H 2.20214 0.44284 2.74438
39 H -1.64349 -0.33052 4.30913
40 H -0.72527 -1.65706 3.53024
41 H -2.09004 -0.90312 2.67868

These are the Löwdin partial charges, in e, on atoms 1 to 8: 1.1437 0.2077 -0.4167 -0.0365 -0.1755 0.0545 0.0134 0.0669

5.
Entry from the Open Molecules 2025 dataset: an isolated molecule of C14H19NO5 (ωB97M-V with the def2-TZVPD basis set).

Summary:
**SMILES**: COC(=O)C1(C(=O)OC)CCCC2=NO[C@H]3CC[C@H]1[C@@H]23
**E_HOMO**: -9.022 eV
**Energy relative to the best compared isomer or geometry (same formula, charge and spin)**: 123.3 kcal/mol
**Orbital gap**: 0.352 hartree

Atoms and positions in Å:
1 O -1.08901 -1.29093 -1.87862
2 O -1.25718 1.26367 1.78194
3 N 3.95524 0.39972 -0.52478
4 O -1.71712 -2.38047 -0.02831
5 O -2.54935 0.61100 -0.13319
6 O 3.59648 1.62111 -1.18776
7 C -1.04756 -1.43480 -0.64015
8 C -1.39916 0.58547 0.74529
9 C 2.93888 0.18371 0.29873
10 C -3.01859 -2.90218 -0.44392
11 C -3.79867 1.01030 0.42035
12 C 2.84839 -1.07912 1.17025
13 C 1.59609 -1.92936 1.04422
14 C 1.43706 2.47124 -1.65889
15 C 0.44395 -1.06907 1.39972
16 C 0.13638 1.79145 -1.27501
17 C 2.41489 2.24122 -0.60849
18 C 1.83029 1.16800 0.23834
19 C -0.33855 -0.34589 0.27780
20 C 0.69392 0.52892 -0.56020
21 H -3.75642 -2.13436 -0.83238
22 H -3.61725 -3.30833 0.35269
23 H -2.75964 -3.68686 -1.18164
24 H -3.93125 1.15400 1.48536
25 H -4.39011 0.10446 0.24132
26 H -4.22299 1.87812 -0.16343
27 H 2.92041 -0.89044 2.29645
28 H 3.57687 -1.75409 0.94347
29 H 1.50526 -2.75161 1.80651
30 H 1.53113 -2.36804 0.03473
31 H 1.19963 3.53162 -1.59407
32 H 1.68978 2.25731 -2.70420
33 H -0.25146 -1.76584 2.03530
34 H 0.61647 -0.35475 2.16652
35 H -0.57648 2.40211 -0.71692
36 H -0.48830 1.55132 -2.21714
37 H 2.54940 3.18920 -0.16899
38 H 1.55098 1.63608 1.19370
39 H 1.17759 -0.13389 -1.41461

These are the Löwdin partial charges, in e, on atoms 1 to 8: 0.0966 0.1133 0.1651 -0.0286 -0.0730 -0.0951 -0.4131 -0.3296

6.
Entry from the Open Molecules 2025 dataset: a structure of composition C14H20BrOReS4 (ωB97M-V with the def2-TZVPD basis set).

Summary:
**E_HOMO (alpha / beta)**: -11.419 / -12.094 eV
**Net charge**: +1
**Multiplicity**: 4
**Orbital gap (alpha / beta)**: 0.253 / 0.212 hartree

Atoms and positions in Å:
1 Re -3.12260 -3.02077 -0.15625
2 C 3.64563 0.68229 0.94449
3 C 2.47688 0.69286 1.93908
4 C 2.89658 -0.07672 3.18973
5 C 2.14195 2.13528 2.34223
6 C 1.25121 0.06624 1.27320
7 C 0.62293 -1.06129 1.77646
8 C -0.47505 -1.51776 1.07758
9 Br -1.41348 -3.07738 1.70627
10 C -0.98932 -0.95789 -0.06101
11 O -2.11233 -1.52289 -0.65598
12 C -0.37287 0.17587 -0.59492
13 C 0.73203 0.64397 0.10797
14 C -0.87997 0.86242 -1.87012
15 C -0.80827 -0.11290 -3.05472
16 C -0.02157 2.08090 -2.21483
17 C -2.32361 1.34645 -1.66757
18 H 4.53246 1.11298 1.41281
19 H 3.42786 1.26832 0.04989
20 H 3.88653 -0.33609 0.63233
21 H 3.77055 0.40506 3.62883
22 H 3.17251 -1.10921 2.96173
23 H 2.11112 -0.08364 3.94947
24 H 3.00364 2.59086 2.83335
25 H 1.30030 2.16316 3.03753
26 H 1.88903 2.75376 1.47928
27 H 0.96644 -1.56211 2.66974
28 H 1.23125 1.52161 -0.27519
29 H 0.21725 -0.44626 -3.22677
30 H -1.15392 0.39289 -3.95821
31 H -1.43299 -0.99115 -2.90529
32 H 1.01969 1.81126 -2.40450
33 H -0.04777 2.83888 -1.42898
34 H -0.41318 2.53781 -3.12441
35 H -3.00918 0.52691 -1.46134
36 H -2.66549 1.84714 -2.57530
37 H -2.38577 2.06144 -0.84457
38 S -5.32845 -2.93471 0.31859
39 S -6.53818 -3.89096 -1.12723
40 S -5.38725 -4.99855 -2.23003
41 S -3.41461 -4.81809 -1.49334

These are the Löwdin partial charges, in e, on atoms 1 to 8: 0.6107 -0.0347 -0.5564 -0.0626 -0.0345 -0.1411 -0.0447 -0.4974

| no. | molecular weight (g/mol) |
| --- | --- |
| 1 | 268.308 |
| 2 | 387.338 |
| 3 | 233.311 |
| 4 | 426.532 |
| 5 | 281.308 |
| 6 | 598.692 |